Entry 1:
90
Properties=species:S:1:pos:R:3:forces:R:3 method="wB97M-V/def2-TZVPD" total_charge=+4 lumo_ha=-0.449 gap_ev=5.6 relative_energy_kcal_mol=0.0 max_force_ev_per_a=0.59
Zr -0.6025 1.0086 -0.1800 -0.4 -0.3 -0.2
N -0.2769 3.3545 0.1165 -0.2 0.1 -0.2
C -1.2281 4.0294 -0.8150 0.0 0.1 0.1
C -2.6243 3.5792 -0.4595 -0.1 -0.1 0.0
N -2.7575 2.0796 -0.4993 0.1 0.2 -0.1
C -3.5330 1.5765 -1.6771 -0.1 0.0 0.2
C -2.6000 1.2823 -2.8170 0.1 -0.1 -0.1
N -1.5574 0.3408 -2.2949 0.0 0.2 0.0
H 0.6665 3.6894 -0.0724 0.0 0.0 0.0
H -0.4983 3.6728 1.0583 0.0 0.0 -0.1
H -1.1695 5.1161 -0.7333 0.1 0.0 0.0
H -0.9574 3.7623 -1.8381 0.0 0.0 0.0
H -2.8611 3.8987 0.5579 0.0 0.0 0.0
H -3.3600 4.0447 -1.1160 0.0 0.0 0.0
H -3.3250 1.8474 0.3081 0.0 0.0 0.1
H -4.0433 0.6615 -1.3647 0.0 0.0 0.0
H -4.3035 2.2921 -1.9663 0.0 0.0 0.0
H -3.1309 0.8497 -3.6655 0.0 0.0 0.0
H -2.1105 2.1907 -3.1707 0.0 0.0 0.0
H -2.0130 -0.5612 -2.1483 0.0 0.0 0.0
H -0.8666 0.1594 -3.0217 0.0 0.0 0.0
C -0.8705 -2.5177 2.2092 0.0 0.0 0.0
Sb -2.0246 -1.5687 0.7110 0.0 -0.1 0.0
C -3.9339 -1.6461 1.6475 0.0 -0.1 0.0
C -2.3501 -3.1594 -0.7181 0.0 0.0 0.0
C -1.4650 -4.3267 -0.4065 0.0 0.0 0.0
C -1.9147 -5.3117 0.4683 0.0 0.0 0.0
C -1.1045 -6.3851 0.8089 0.0 0.0 0.0
C 0.1709 -6.4807 0.2724 0.0 0.0 0.0
C 0.6186 -5.5134 -0.6173 0.0 0.0 0.0
C -0.1875 -4.4345 -0.9679 0.0 0.1 -0.1
C 0.2988 -3.4642 -2.0068 0.0 0.0 0.1
Sb 0.9827 -1.5591 -1.2874 0.0 0.1 0.1
C 2.5605 -2.2640 -0.0686 0.0 0.0 0.0
C 2.0475 -1.0352 -3.0496 0.0 0.0 0.0
H -1.3520 -3.4741 2.4085 0.0 0.0 0.0
H -0.8704 -1.9116 3.1146 0.0 0.0 0.0
H 0.1474 -2.7059 1.8724 0.0 0.0 0.0
H -4.1316 -2.7121 1.7597 -0.1 0.0 0.0
H -4.7074 -1.2033 1.0221 0.0 0.0 0.0
H -3.9301 -1.1862 2.6317 0.0 -0.1 0.0
H -2.2326 -2.7851 -1.7345 0.0 0.0 0.0
H -3.4051 -3.3934 -0.5744 0.0 -0.1 0.0
H -2.9224 -5.2582 0.8665 0.0 0.0 0.0
H -1.4750 -7.1531 1.4739 0.0 0.0 0.0
H 0.8049 -7.3211 0.5188 0.0 0.0 0.0
H 1.5950 -5.6243 -1.0742 0.0 0.0 0.0
H -0.4202 -3.2890 -2.8078 0.0 0.0 0.0
H 1.2182 -3.8241 -2.4722 -0.1 -0.1 0.0
H 3.1794 -2.8772 -0.7241 0.0 0.0 0.1
H 2.1658 -2.8892 0.7303 0.0 0.0 0.0
H 3.1655 -1.4624 0.3467 0.0 0.0 0.0
H 2.6116 -1.9262 -3.3243 0.0 0.0 -0.1
H 2.7418 -0.2160 -2.8812 0.0 0.0 0.0
H 1.3768 -0.7889 -3.8723 0.0 0.0 0.0
O 6.4513 1.5193 1.7708 -0.1 0.0 -0.1
N 6.2524 1.9868 0.6709 0.1 0.1 0.2
O 7.0618 2.5291 -0.0291 0.0 0.0 -0.1
C 4.8571 1.9013 0.1266 0.0 -0.1 0.1
C 4.6943 2.3875 -1.1153 -0.1 0.0 -0.1
C 3.4152 2.3386 -1.7583 0.1 0.1 -0.1
C 3.2295 2.8029 -3.0763 0.1 0.0 0.0
C 1.9880 2.7027 -3.6479 -0.1 0.0 0.0
C 0.9465 2.1530 -2.8978 0.1 0.1 0.0
N 1.0788 1.7171 -1.6466 0.2 0.0 0.1
C 2.3202 1.8107 -1.0750 0.0 -0.1 0.1
C 2.4988 1.3092 0.2623 -0.1 0.0 0.0
N 1.3886 0.7926 0.8776 0.3 0.1 0.1
C 1.5309 0.2056 2.0652 0.0 0.0 0.0
C 2.7455 0.1599 2.7374 -0.1 0.0 0.0
C 3.8524 0.7393 2.1692 0.1 0.0 -0.1
C 3.7622 1.3194 0.8786 0.1 0.0 0.0
H 5.5487 2.8066 -1.6334 0.0 0.0 0.0
H 4.0640 3.2255 -3.6238 0.0 0.0 0.0
H 1.7982 3.0378 -4.6584 0.0 0.0 0.0
H -0.0347 2.0824 -3.3467 0.0 0.0 0.0
H 0.6426 -0.2341 2.5004 0.0 0.0 0.0
H 2.8052 -0.3193 3.7051 0.0 0.0 0.0
H 4.8000 0.7349 2.6839 0.0 0.0 0.0
Br -2.8496 3.0714 6.2277 -0.1 0.1 0.2
C -2.2623 2.4683 4.5964 0.0 0.0 0.0
C -0.9747 2.7574 4.1399 0.0 -0.1 -0.1
C -0.5804 2.2813 2.9106 -0.1 0.0 0.1
N -1.3589 1.5323 2.0905 0.2 0.1 -0.1
C -2.6014 1.2733 2.5561 0.0 0.0 0.1
C -3.0884 1.7086 3.7677 0.0 0.0 -0.1
H -0.2918 3.3499 4.7331 0.0 0.0 0.0
H 0.4122 2.5257 2.5592 0.1 -0.1 0.0
H -3.2416 0.6618 1.9361 0.0 0.1 0.0
H -4.0963 1.4547 4.0670 0.0 0.0 0.0

=====

Entry 2:
91
Properties=species:S:1:pos:R:3:forces:R:3 method="wB97M-V/def2-TZVPD" lumo_ha="-0.005 / -0.020" multiplicity=2 gap_ev="5.8 / 7.2" relative_energy_kcal_mol=0.0 max_force_ev_per_a=0.75 s2=0.7689
Ti 0.5884 -0.4386 -0.1518 0.5 -0.1 -0.6
N 3.6146 -0.7631 3.2834 -0.1 0.0 0.0
C 2.6034 -0.8211 2.3555 0.1 -0.1 0.1
S 2.9271 -0.2583 0.7620 -0.5 0.0 -0.1
N 1.4481 -1.2547 2.7414 0.1 0.1 -0.2
N 0.5131 -1.2577 1.7188 -0.2 -0.2 0.5
C -0.6617 -1.6850 2.1687 0.0 -0.1 0.1
C -1.7526 -1.6462 1.3022 -0.1 -0.1 0.0
C -3.0374 -2.0957 1.6778 0.1 0.0 0.0
C -4.0568 -2.0374 0.7774 0.0 0.0 -0.1
C -3.7930 -1.5149 -0.5038 0.0 0.0 0.0
C -2.5311 -1.0769 -0.8001 0.0 0.1 0.0
N -1.4903 -1.1359 0.0592 0.0 0.0 0.3
H 4.5522 -0.7239 2.9237 0.0 0.0 0.0
H 3.4767 -1.3350 4.1015 0.0 0.0 0.0
H -0.7517 -1.9910 3.2037 0.0 -0.1 -0.1
H -3.1799 -2.4798 2.6782 0.0 0.0 0.0
H -5.0470 -2.3829 1.0394 0.0 0.0 0.0
H -4.5680 -1.4383 -1.2514 0.0 0.0 0.0
H -2.3229 -0.6412 -1.7605 0.0 0.0 0.0
Cl 4.4089 5.7065 0.9091 0.0 0.0 0.0
C 3.3984 4.3955 0.3742 0.0 0.0 0.0
C 3.4810 3.9562 -0.9422 -0.1 0.0 0.0
C 2.6931 2.9053 -1.3716 0.1 0.0 0.1
C 1.8375 2.2540 -0.4802 -0.2 0.0 0.0
O 1.1362 1.2069 -0.8842 0.4 0.5 -0.3
C 1.7101 2.7516 0.8275 -0.1 0.0 0.0
C 0.6119 2.3219 1.6770 0.0 0.1 -0.1
N -0.2120 1.3921 1.3782 0.0 0.1 0.0
C -1.3596 1.2926 2.1935 0.1 -0.1 0.1
C -1.2807 0.9416 3.5137 0.0 0.0 0.0
C -2.4507 0.7703 4.2846 0.0 0.0 -0.1
C -3.6795 0.9645 3.7245 0.0 0.0 0.0
C -3.7868 1.3622 2.3687 -0.1 0.0 0.1
C -5.0309 1.6181 1.7474 0.0 0.0 0.0
C -5.0603 2.0272 0.4489 0.1 0.0 0.0
C -3.8334 2.1766 -0.2365 -0.1 0.0 0.0
N -2.6643 1.9408 0.2922 0.0 0.0 0.0
C -2.6258 1.5313 1.5880 0.0 0.0 0.0
C 2.4999 3.8209 1.2470 0.1 0.0 -0.1
H 4.1633 4.4416 -1.6249 0.0 0.0 0.0
H 2.7523 2.5524 -2.3915 0.0 0.0 0.0
H 0.4316 2.9353 2.5675 0.0 0.0 -0.1
H -0.3080 0.7316 3.9417 0.0 0.0 0.0
H -2.3622 0.4721 5.3208 0.0 0.0 0.0
H -4.5829 0.8325 4.3054 0.0 0.0 0.0
H -5.9431 1.4911 2.3180 0.0 0.0 0.0
H -5.9906 2.2391 -0.0583 0.0 0.0 0.0
H -3.8365 2.5020 -1.2716 0.0 0.0 0.0
H 2.3953 4.2052 2.2523 0.0 0.0 0.1
C -0.7861 0.8685 -3.0187 0.0 0.1 0.0
O -0.2891 -0.2496 -2.3132 -0.2 -0.2 0.3
Si 0.2429 -1.7451 -2.8962 0.0 0.0 0.0
C 0.9635 -1.3356 -4.5822 0.0 0.1 0.1
C -1.2136 -2.8398 -3.3364 0.1 0.1 0.0
C 1.2756 -2.1665 -1.4229 0.1 -0.2 0.1
Si 3.0803 -2.1461 -2.0547 -0.1 0.0 0.0
C 3.3095 -3.2824 -3.5720 0.0 0.1 0.0
C 3.5761 -0.3963 -2.5780 0.0 0.0 0.1
C 4.4575 -2.8377 -0.9713 -0.1 0.0 0.0
Si 0.9954 -3.8630 -0.6190 0.0 0.1 -0.1
C 2.0032 -4.1233 0.9512 -0.1 0.0 -0.1
C -0.7676 -4.3353 -0.1140 0.0 0.1 -0.1
C 1.5067 -5.2410 -1.8082 0.0 0.1 0.1
H -0.0404 1.2408 -3.7241 0.0 0.0 0.0
H -1.0147 1.6502 -2.2935 0.0 0.0 0.0
H -1.6946 0.6058 -3.5709 0.0 0.0 0.0
H 0.1531 -0.9071 -5.1786 0.0 0.0 0.0
H 1.3173 -2.2139 -5.1116 0.0 -0.1 -0.1
H 1.7759 -0.6134 -4.5521 0.1 0.1 0.0
H -1.9029 -2.2818 -3.9755 0.0 0.0 -0.1
H -1.7783 -3.2447 -2.5058 0.0 0.0 0.1
H -0.8426 -3.6787 -3.9286 0.0 -0.1 0.0
H 2.3980 -3.6960 -3.9890 -0.1 0.0 -0.1
H 3.9358 -4.1298 -3.2971 0.1 0.0 0.0
H 3.8235 -2.7432 -4.3675 0.0 0.1 -0.1
H 3.9594 -0.3900 -3.5988 0.0 0.0 -0.1
H 4.3561 0.0005 -1.9281 0.0 0.0 0.1
H 2.7323 0.2905 -2.5262 0.0 0.0 0.0
H 4.3454 -3.9105 -0.8190 0.0 -0.1 0.0
H 4.5885 -2.3540 -0.0103 0.0 0.1 0.1
H 5.3705 -2.6892 -1.5551 0.1 0.0 0.0
H 1.4462 -3.8153 1.8330 -0.1 0.0 0.1
H 2.9397 -3.5775 0.9555 0.1 0.1 0.0
H 2.2327 -5.1857 1.0559 0.0 -0.1 0.0
H -0.9126 -4.1707 0.9514 0.0 0.0 0.1
H -0.8890 -5.4044 -0.2954 0.0 -0.1 0.0
H -1.5715 -3.8238 -0.6335 -0.1 0.1 0.0
H 2.5830 -5.2854 -1.9598 0.1 0.0 0.0
H 1.0422 -5.1407 -2.7887 -0.1 0.0 -0.1
H 1.1934 -6.1984 -1.3908 0.0 -0.1 0.1

=====

Number 1: energy -4917.8671 Ha, molar mass 985.4 g mol⁻¹. Number 2: energy -4339.4869 Ha, molar mass 756.4 g mol⁻¹.